[1]
A 3-piece molecular cluster, C16H39O9PSi overall in a non-equilibrium geometry, computed with wB97M-V/def2-TZVPD.

Output
**Kohn-Sham gap**: 0.262 hartree
**Total energy**: -52813.0834 eV
**E_LUMO**: -0.18 eV

```
66
Properties=species:S:1:pos:R:3:nbo_charge:R:1
C 3.4684 1.1637 -0.7743 -0.478
C 3.6887 2.0477 -1.8230 -0.126
C 2.5279 2.3285 -2.7113 -0.865
Si 1.1950 3.2003 -1.6361 1.120
C -0.4442 2.2470 -1.4699 -1.307
P -0.3104 0.5298 -0.9396 2.364
O 0.4062 0.3672 0.3085 -1.095
O -1.8220 0.0254 -0.6916 -0.972
O 0.2770 -0.4206 -2.0905 -0.973
H 2.9178 1.5419 0.0792 0.229
H 3.8378 0.1443 -0.8027 0.214
H 4.6103 2.5947 -2.0128 0.198
H 2.8388 2.9509 -3.5467 0.247
H 2.0993 1.4057 -3.0854 0.222
H 1.7816 3.5693 -0.3349 -0.152
H 0.8792 4.4755 -2.3203 -0.171
H -1.0526 2.7385 -0.7100 0.296
H -0.9962 2.3672 -2.4062 0.258
H -2.3798 0.2909 -1.4430 0.490
H 0.4129 0.0422 -2.9311 0.500
C 2.9935 -2.5602 1.2727 -0.256
O 4.2197 -2.8983 0.6431 -0.552
C 5.3025 -2.0437 0.9509 -0.090
C 6.5357 -2.7817 1.4431 -0.079
O 6.4107 -3.4783 2.6728 -0.541
C 5.5277 -4.5829 2.7617 -0.080
C 5.8599 -5.7978 1.9158 -0.089
O 5.8007 -5.5449 0.5221 -0.547
C 6.9446 -5.9361 -0.2094 -0.250
H 2.3762 -1.9491 0.6085 0.192
H 2.4580 -3.4876 1.4848 0.182
H 3.1444 -2.0336 2.2185 0.170
H 5.0259 -1.2663 1.6695 0.174
H 5.5839 -1.5350 0.0186 0.173
H 7.3019 -2.0228 1.6240 0.184
H 6.9407 -3.4373 0.6709 0.173
H 4.4948 -4.2678 2.6069 0.179
H 5.5873 -4.9082 3.8042 0.185
H 5.1072 -6.5679 2.1298 0.178
H 6.8334 -6.2051 2.2060 0.168
H 7.8498 -5.9178 0.4037 0.168
H 7.0801 -5.2211 -1.0231 0.185
H 6.8011 -6.9323 -0.6378 0.172
C -6.5674 5.1422 -1.0648 -0.251
O -6.2284 4.2723 -0.0042 -0.547
C -7.2347 4.1050 0.9774 -0.090
C -7.5761 2.6512 1.2555 -0.081
O -8.1480 1.9161 0.1847 -0.539
C -7.3795 1.6690 -0.9786 -0.079
C -6.1479 0.7984 -0.8134 -0.087
O -5.1612 1.3789 0.0221 -0.556
C -4.6901 0.5424 1.0683 -0.259
H -6.1908 6.1503 -0.8654 0.174
H -6.0893 4.7698 -1.9730 0.182
H -7.6451 5.1817 -1.2433 0.171
H -8.1467 4.6567 0.7303 0.171
H -6.8475 4.5254 1.9148 0.179
H -8.3424 2.6558 2.0351 0.187
H -6.7241 2.1162 1.6761 0.178
H -7.1348 2.6024 -1.4884 0.173
H -8.0515 1.1292 -1.6519 0.186
H -5.6931 0.6752 -1.8061 0.168
H -6.4330 -0.1973 -0.4610 0.174
H -5.4402 -0.1895 1.3795 0.168
H -4.4702 1.1767 1.9288 0.186
H -3.7730 0.0374 0.7621 0.193
```

[2]
C2HCrO3 as an isolated structure in a non-equilibrium geometry, computed with wB97M-V/def2-TZVPD.

Output
**Net charge**: +3
**Kohn-Sham gap (alpha / beta)**: 0.350 / 0.396 hartree
**Expectation value of S²**: 6.003
**Total energy**: -36612.2531 eV
**Multiplicity**: 5
**E_LUMO (alpha / beta)**: -18.53 / -17.64 eV

```
7
Properties=species:S:1:pos:R:3:mulliken_spin:R:1
C -0.6142 -1.5628 -0.1697 -0.001
O -1.5907 -0.8585 -0.1091 0.001
C -0.1615 1.3232 0.0117 -0.004
O 0.9016 0.7571 -0.0717 0.017
O -0.9961 2.1043 -0.0323 0.016
Cr 2.8120 0.6047 -0.1871 3.971
H -0.3511 -2.3680 0.5581 0.000
```

[3]
A 4-piece molecular cluster, C4H10N2 overall in a non-equilibrium geometry, computed with wB97M-V/def2-TZVPD.

Output
**Kohn-Sham gap**: 0.298 hartree
**Total energy**: -7281.6127 eV
**E_LUMO**: 0.16 eV

```
16
Properties=species:S:1:pos:R:3:nbo_charge:R:1
C 2.1554 1.4745 0.0332 -0.342
C -0.9080 -0.4599 0.0639 0.188
C -0.8407 -1.0760 -1.2870 -0.679
C -1.8343 -0.8252 1.1767 -0.654
H 3.0837 0.7517 0.9648 0.229
H 2.7933 1.8004 -1.4521 0.195
H 1.3359 2.9059 0.6073 0.125
H 0.8935 0.4339 -1.3926 0.367
H -1.7102 -1.6364 -1.5754 0.235
H -0.0260 -1.7544 -1.3336 0.236
H -0.6726 -0.2318 -2.0775 0.213
H -1.2381 -1.7272 1.7746 0.222
H -2.8037 -1.3121 1.0019 0.223
H -2.0413 0.0391 2.0314 0.253
N 1.1849 0.5482 -0.3097 -0.575
N 0.0938 0.3162 0.5283 -0.235
```

[4]
C15H39FO7SSi2 as an isolated structure in a non-equilibrium geometry, computed with wB97M-V/def2-TZVPD.

Output
**Kohn-Sham gap**: 0.359 hartree
**Total energy**: -59827.7445 eV
**E_LUMO**: 0.78 eV

```
65
Properties=species:S:1:pos:R:3:nbo_charge:R:1
F 3.4022 1.8082 -4.9414 -0.659
Si 4.1101 1.4283 -6.3281 1.744
O 5.5078 0.6578 -5.9102 -1.233
Si 5.3127 -0.4794 -4.6843 1.423
C 5.6420 0.2512 -2.9691 -0.882
C 6.2466 1.6512 -3.1143 -0.400
C 6.3579 2.4170 -1.8006 -0.496
S 4.7797 3.1731 -1.2790 -0.078
H 3.2373 0.5899 -7.1500 -0.231
H 4.4570 2.7100 -6.9501 -0.235
H 6.2094 -1.6289 -4.9245 -0.201
H 3.9276 -1.0023 -4.7792 -0.214
H 6.3672 -0.3809 -2.4604 0.237
H 4.7131 0.2404 -2.4002 0.243
H 5.7332 2.2886 -3.8287 0.210
H 7.2626 1.5368 -3.4958 0.210
H 7.0292 3.2521 -1.9725 0.216
H 6.7554 1.8185 -0.9872 0.216
H 3.8963 2.8933 -2.2538 0.131
C -2.8875 3.7373 -0.0098 -0.249
O -1.5577 3.3938 -0.3344 -0.547
C -0.6917 3.2918 0.7832 -0.092
C 0.2005 2.0695 0.7074 -0.081
O -0.4540 0.8192 0.8730 -0.547
C -1.3541 0.3815 -0.1345 -0.082
C -0.7279 0.0496 -1.4735 -0.092
O -0.2802 1.2088 -2.1529 -0.548
C 0.9963 1.0837 -2.7407 -0.249
H -2.9835 4.8186 0.1352 0.170
H -3.5197 3.4373 -0.8453 0.191
H -3.2329 3.2118 0.8866 0.165
H -1.2607 3.2622 1.7190 0.170
H -0.0523 4.1836 0.7919 0.179
H 0.9010 2.1323 1.5441 0.189
H 0.8083 2.0764 -0.1984 0.183
H -2.1861 1.0786 -0.2472 0.183
H -1.7827 -0.5460 0.2570 0.185
H -1.4873 -0.4340 -2.1015 0.176
H 0.0940 -0.6580 -1.3189 0.172
H 1.6926 0.5510 -2.0835 0.165
H 1.3867 2.0880 -2.9039 0.191
H 0.9309 0.5696 -3.7055 0.171
C -1.8386 -0.5161 3.5863 -0.250
O -2.5736 -1.5071 4.2778 -0.552
C -3.8741 -1.1035 4.6643 -0.091
C -4.9082 -2.1749 4.3854 -0.080
O -5.1890 -2.4106 3.0144 -0.541
C -4.1884 -2.9986 2.1988 -0.081
C -3.8422 -4.4382 2.5201 -0.092
O -3.1390 -4.5578 3.7445 -0.546
C -3.5800 -5.6143 4.5684 -0.249
H -1.3861 0.1887 4.2921 0.168
H -1.0456 -1.0153 3.0318 0.199
H -2.4643 0.0245 2.8697 0.166
H -4.1683 -0.1808 4.1523 0.171
H -3.8578 -0.9125 5.7455 0.174
H -5.8532 -1.8253 4.8097 0.185
H -4.6659 -3.1048 4.9027 0.180
H -3.2937 -2.3740 2.1642 0.182
H -4.6091 -2.9909 1.1896 0.185
H -3.1936 -4.8239 1.7230 0.175
H -4.7615 -5.0336 2.5358 0.171
H -4.6722 -5.6941 4.5739 0.165
H -3.2506 -5.4020 5.5852 0.191
H -3.1441 -6.5664 4.2466 0.169
```